1.
Here is 2 unconnected molecules or ions with the total composition C47H57N4O4 from the OMol25 dataset. Energies are from ωB97M-V/def2-TZVPD.

Its total energy is -2344.798027 a.u. Its total charge is +1. As for the spin multiplicity: 1. Its gap between HOMO and LUMO is 5.2 eV. As for the energy above the lowest of the compared OMol25 structures with the same formula, charge and spin: 26.56 kcal per mole.

Positions of all 112 atoms, in Å:
C1 -2.57124 5.69108 0.76152
C2 -2.32421 4.27774 1.19990
C3 -2.94564 3.20891 0.54131
C4 -2.71458 1.88428 0.93312
C5 -3.45333 0.75972 0.27766
C6 -1.79427 1.64219 1.96140
N1 -1.55839 0.30008 2.36323
C7 -0.31824 -0.25911 2.58726
C8 0.83545 0.28226 2.02982
N2 -0.53212 -1.39731 3.30976
C9 0.40843 -2.20678 4.01393
C10 0.28244 -2.28494 5.41186
C11 -0.64222 -1.37926 6.16579
C12 0.98451 -3.27551 6.09765
C13 1.81091 -4.18152 5.41846
C14 2.53671 -5.23575 6.20235
C15 1.92320 -4.08164 4.02684
C16 1.20346 -3.11158 3.31186
C17 1.18099 -3.11506 1.81747
C18 -1.90151 -1.57125 3.47553
C19 -2.52384 -0.52540 2.90629
C20 -1.27271 2.69373 2.72059
C21 -0.52511 2.42098 3.99136
C22 -1.50964 4.01111 2.30523
H1 -1.79916 6.36107 1.15653
H2 -2.57255 5.76377 -0.33236
H3 -3.54647 6.05450 1.11594
H4 -3.63234 3.42416 -0.28721
H5 -2.79755 -0.09279 0.07378
H6 -4.29004 0.39559 0.89255
H7 -3.88220 1.08052 -0.67943
H8 1.79912 -0.16881 2.28670
H9 0.50605 0.82424 1.13294
H10 -0.43834 -1.48446 7.23711
H11 -0.50783 -0.32281 5.90075
H12 -1.69736 -1.64274 6.01412
H13 0.86270 -3.35665 7.18682
H14 3.05848 -5.92668 5.53252
H15 3.27659 -4.78414 6.87938
H16 1.84265 -5.81355 6.83048
H17 2.55183 -4.79989 3.48451
H18 1.87268 -3.87414 1.43517
H19 0.18309 -3.36110 1.42677
H20 1.46946 -2.14489 1.39764
H21 -2.31720 -2.41191 4.01769
H22 -3.57045 -0.25819 2.86223
H23 -0.26105 3.36709 4.48372
H24 -1.12176 1.83714 4.71374
H25 0.40694 1.87289 3.79559
H26 -1.06881 4.84619 2.86797
C23 -2.38432 -4.47183 -5.00724
O1 -3.52850 -3.62042 -4.77545
C24 -3.38833 -2.60060 -3.89281
C25 -2.30295 -2.42891 -3.03741
C26 -1.92920 -1.14081 -2.68537
C27 -0.61795 -0.92836 -1.98885
C28 0.32153 -0.03131 -2.79837
C29 0.77098 -0.58419 -4.15347
O2 0.07437 -1.15486 -4.99314
N3 2.10500 -0.31894 -4.26058
C30 2.81489 -0.63624 -5.47830
C31 2.75161 0.12888 -3.02200
C32 3.80751 -0.90172 -2.59085
C33 3.44011 1.48871 -3.22666
N4 1.58643 0.18076 -2.11776
C34 1.53623 0.76427 -0.89768
C35 2.59973 0.95982 -0.03708
C36 2.55696 1.62343 1.22170
C37 3.80393 2.30624 1.62651
C38 3.71499 3.40549 2.51923
C39 4.71442 4.36589 2.59524
C40 5.89174 4.19742 1.85139
C41 6.07183 3.05728 1.05210
C42 5.06258 2.08781 0.98333
C43 -2.72941 -0.04557 -3.01796
C44 -3.93979 -0.23492 -3.69491
O3 -4.74780 0.75377 -4.16501
C45 -4.40719 2.13146 -3.90185
C46 -4.33621 -1.55807 -4.01860
O4 -5.51302 -1.79415 -4.66299
C47 -5.54983 -1.56947 -6.10437
H27 -2.69163 -5.13094 -5.81967
H28 -1.50283 -3.88279 -5.30567
H29 -2.14876 -5.05981 -4.10841
H30 -1.65946 -3.26839 -2.76846
H31 -0.77273 -0.47235 -0.99931
H32 -0.11335 -1.89422 -1.82971
H33 -0.17593 0.94413 -3.00174
H34 2.07974 -0.89072 -6.24581
H35 3.40185 0.22643 -5.80757
H36 3.48702 -1.49073 -5.33684
H37 3.34509 -1.89363 -2.50081
H38 4.60093 -0.93873 -3.35163
H39 4.26031 -0.62614 -1.63583
H40 2.73253 2.20943 -3.65727
H41 3.81285 1.86759 -2.26823
H42 4.28909 1.36752 -3.91549
H43 0.53170 1.10456 -0.63900
H44 3.56445 0.55102 -0.37853
H45 1.72096 2.20472 1.64238
H46 2.78700 3.53258 3.07240
H47 4.55590 5.25543 3.19677
H48 6.67598 4.95440 1.89320
H49 6.98008 2.92739 0.44723
H50 5.22829 1.20116 0.35665
H51 -2.38327 0.96990 -2.77913
H52 -5.20222 2.70912 -4.37332
H53 -4.38819 2.33553 -2.82113
H54 -3.43631 2.39011 -4.34595
H55 -6.55471 -1.87320 -6.39572
H56 -5.38798 -0.50508 -6.29941
H57 -4.79229 -2.18652 -6.60066

Atom charges from the Löwdin analysis, given in e for atoms 1 to 99:
1 C -0.051
2 C -0.263
3 C 0.006
4 C -0.184
5 C -0.029
6 C -0.144
7 N 0.027
8 C -0.250
9 C -0.018
10 N 0.041
11 C -0.130
12 C -0.192
13 C -0.033
14 C 0.003
15 C -0.257
16 C -0.050
17 C 0.009
18 C -0.192
19 C -0.036
20 C -0.027
21 C -0.019
22 C -0.189
23 C -0.032
24 C 0.005
25 H 0.080
26 H 0.083
27 H 0.093
28 H 0.122
29 H 0.076
30 H 0.091
31 H 0.068
32 H 0.087
33 H 0.039
34 H 0.085
35 H 0.081
36 H 0.079
37 H 0.129
38 H 0.078
39 H 0.090
40 H 0.089
41 H 0.122
42 H 0.082
43 H 0.096
44 H 0.056
45 H 0.141
46 H 0.131
47 H 0.085
48 H 0.092
49 H 0.062
50 H 0.124
51 C -0.039
52 O -0.063
53 C -0.190
54 C 0.018
55 C -0.240
56 C -0.077
57 C -0.165
58 C -0.356
59 O 0.091
60 N -0.033
61 C -0.005
62 C -0.454
63 C 0.009
64 C 0.013
65 N 0.036
66 C -0.012
67 C -0.069
68 C -0.024
69 C -0.188
70 C -0.022
71 C -0.061
72 C -0.059
73 C -0.062
74 C -0.022
75 C -0.002
76 C -0.184
77 O -0.071
78 C -0.044
79 C -0.152
80 O -0.078
81 C -0.022
82 H 0.095
83 H 0.098
84 H 0.091
85 H 0.120
86 H 0.102
87 H 0.137
88 H 0.171
89 H 0.100
90 H 0.095
91 H 0.096
92 H 0.105
93 H 0.093
94 H 0.068
95 H 0.103
96 H 0.079
97 H 0.093
98 H 0.136
99 H 0.082

***

2.
Here is a molecular structure, C47H58F3O4V from the OMol25 dataset. Energies are from ωB97M-V/def2-TZVPD.

Its total energy is -3370.230159 a.u. Its total charge is +1. Its expectation value of S² is 0.766. As for the spin multiplicity: 2. Its gap between HOMO and LUMO (alpha / beta) is 7.3 / 7.9 eV.

Positions of all 113 atoms, in Å:
V1 0.13258 0.08029 -0.02506
C1 1.00384 0.44270 -3.16220
O1 0.07154 0.07756 -2.11324
C2 -1.24985 -0.18893 -2.53608
C3 -2.11128 0.88978 -2.72396
C4 -1.68000 2.32937 -2.52606
C5 -2.23984 2.86747 -1.23631
C6 -3.36065 3.69154 -1.21373
C7 -3.93964 4.11564 -0.02376
C8 -3.35483 3.68666 1.16818
C9 -2.24014 2.86602 1.19207
C10 -1.68180 2.32215 2.48018
C11 -2.11664 0.88311 2.66996
C12 -3.43914 0.60333 2.99905
C13 -3.90465 -0.69690 3.14570
C14 -2.98832 -1.73515 2.98428
C15 -1.66125 -1.51182 2.65396
C16 -0.72765 -2.68784 2.45672
C17 -1.04625 -3.41773 1.17766
C18 -1.69369 -4.64855 1.15606
C19 -2.02853 -5.28315 -0.03562
C20 -1.68957 -4.64807 -1.23291
C21 -1.04553 -3.42372 -1.25769
C22 -0.72408 -2.68659 -2.53210
C23 -1.65167 -1.50393 -2.71502
C24 -2.98611 -1.73162 -3.04054
C25 -3.89648 -0.69644 -3.20150
C26 -3.42600 0.60807 -3.05507
C27 -5.37188 -0.93351 -3.51124
C28 -6.21431 -0.33442 -2.37465
C29 -5.73305 -0.24846 -4.83587
C30 -5.70454 -2.42111 -3.62460
C31 -0.73732 -2.83149 -0.03808
O2 -0.10462 -1.62346 -0.05122
C32 -2.75083 -6.62805 -0.07933
C33 -3.05427 -7.16707 1.31845
C34 -1.87401 -7.65129 -0.81444
C35 -4.07995 -6.45782 -0.82992
C36 -1.25949 -0.19069 2.48030
O3 0.06067 0.07161 2.05340
C37 1.01002 0.38396 3.10522
C38 -5.36504 -1.02129 3.44810
C39 -5.45389 -1.82689 4.75101
C40 -6.21718 0.23909 3.59584
C41 -5.92986 -1.85479 2.28735
C42 -1.69200 2.47397 -0.02544
O4 -0.58412 1.66566 -0.02469
C43 -5.18144 5.00252 0.02348
C44 -6.29820 4.25792 0.77041
C45 -4.84891 6.30493 0.76408
C46 -5.69169 5.35597 -1.37329
H1 1.55244 -0.44278 -3.47597
H2 1.68731 1.18621 -2.76465
H3 0.43710 0.85421 -3.99388
H4 -2.05710 2.92691 -3.35655
H5 -0.59483 2.42079 -2.52661
H6 -3.78062 3.99984 -2.16211
H7 -3.78038 3.99695 2.11559
H8 -2.06042 2.91686 3.31206
H9 -0.59617 2.41027 2.48392
H10 -4.11330 1.44014 3.12550
H11 -3.31347 -2.76249 3.10254
H12 -0.84219 -3.37303 3.29720
H13 0.31139 -2.35778 2.44489
H14 -1.93227 -5.11231 2.10400
H15 -1.93101 -5.12002 -2.17823
H16 -0.84645 -3.36358 -3.37814
H17 0.31690 -2.36240 -2.52150
H18 -3.30397 -2.75946 -3.15660
H19 -4.10609 1.44210 -3.18448
H20 -6.05185 0.73971 -2.27258
H21 -5.96783 -0.80622 -1.42097
H22 -7.27550 -0.49558 -2.57171
H23 -5.56226 0.82801 -4.79569
H24 -6.78819 -0.40912 -5.06277
H25 -5.14210 -0.65459 -5.65855
H26 -5.49108 -2.95536 -2.69621
H27 -5.15315 -2.89913 -4.43657
H28 -6.76780 -2.53833 -3.83624
H29 -2.14297 -7.33705 1.89478
H30 -3.57098 -8.12335 1.23185
H31 -3.70282 -6.49260 1.88150
H32 -0.92089 -7.78741 -0.30079
H33 -1.66474 -7.34364 -1.83957
H34 -2.38112 -8.61677 -0.85389
H35 -4.71799 -5.72620 -0.32976
H36 -4.61378 -7.40897 -0.86465
H37 -3.92564 -6.12668 -1.85787
H38 1.49889 -0.53200 3.42941
H39 0.46472 0.83791 3.92922
H40 1.73992 1.07966 2.70330
H41 -5.05290 -1.25630 5.59040
H42 -4.90347 -2.76622 4.68653
H43 -6.49554 -2.06736 4.96959
H44 -5.87362 0.86579 4.42117
H45 -7.24863 -0.04530 3.80632
H46 -6.21948 0.83638 2.68133
H47 -5.38583 -2.79201 2.16035
H48 -5.87167 -1.29949 1.34857
H49 -6.97686 -2.09757 2.47661
H50 -6.01488 4.02826 1.79866
H51 -6.54339 3.31980 0.26782
H52 -7.19940 4.87245 0.80454
H53 -4.52201 6.11670 1.78741
H54 -5.73186 6.94464 0.80922
H55 -4.05656 6.85277 0.25146
H56 -5.97539 4.46555 -1.93853
H57 -4.94895 5.91209 -1.94829
H58 -6.57779 5.98536 -1.28555
F1 2.64241 1.42229 0.33686
C47 2.20596 0.17344 0.05527
F2 2.80883 -0.20520 -1.09083
F3 2.69005 -0.64035 1.01946

Atom charges from the Löwdin analysis, given in e for atoms 1 to 99:
1 V 1.185
2 C 0.010
3 O -0.257
4 C -0.180
5 C -0.109
6 C -0.049
7 C -0.122
8 C 0.038
9 C -0.145
10 C 0.028
11 C -0.121
12 C -0.048
13 C -0.109
14 C 0.052
15 C -0.134
16 C 0.041
17 C -0.105
18 C -0.044
19 C -0.119
20 C 0.040
21 C -0.144
22 C 0.031
23 C -0.119
24 C -0.045
25 C -0.106
26 C 0.051
27 C -0.135
28 C 0.041
29 C -0.553
30 C -0.036
31 C -0.038
32 C -0.061
33 C -0.193
34 O -0.137
35 C -0.558
36 C -0.064
37 C -0.039
38 C -0.041
39 C -0.180
40 O -0.259
41 C 0.014
42 C -0.553
43 C -0.038
44 C -0.061
45 C -0.035
46 C -0.194
47 O -0.140
48 C -0.557
49 C -0.041
50 C -0.039
51 C -0.063
52 H 0.106
53 H 0.103
54 H 0.114
55 H 0.135
56 H 0.117
57 H 0.111
58 H 0.121
59 H 0.135
60 H 0.119
61 H 0.114
62 H 0.124
63 H 0.135
64 H 0.122
65 H 0.112
66 H 0.121
67 H 0.135
68 H 0.124
69 H 0.115
70 H 0.123
71 H 0.075
72 H 0.082
73 H 0.091
74 H 0.079
75 H 0.090
76 H 0.094
77 H 0.085
78 H 0.090
79 H 0.091
80 H 0.090
81 H 0.090
82 H 0.086
83 H 0.094
84 H 0.079
85 H 0.090
86 H 0.088
87 H 0.090
88 H 0.076
89 H 0.105
90 H 0.114
91 H 0.098
92 H 0.094
93 H 0.079
94 H 0.090
95 H 0.091
96 H 0.091
97 H 0.083
98 H 0.077
99 H 0.081